1.
{
  "formula": "C39H60N7O2PS2Ti",
  "method": "wB97M-V/def2-TZVPD",
  "homo_ev": -0.3987,
  "charge": -2,
  "orbital_gap_ev": 4.69,
  "species": ["Ti", "N", "C", "S", "N", "N", "C", "C", "C", "C", "C", "C", "C", "C", "C", "C", "C", "C", "N", "H", "H", "H", "H", "H", "H", "H", "H", "H", "H", "H", "C", "C", "C", "C", "N", "C", "S", "N", "C", "C", "C", "C", "H", "H", "H", "H", "H", "H", "H", "H", "H", "H", "H", "H", "H", "H", "H", "H", "H", "H", "H", "H", "C", "O", "C", "O", "H", "H", "H", "N", "C", "C", "C", "C", "C", "C", "H", "H", "H", "H", "H", "C", "C", "C", "P", "C", "C", "C", "C", "C", "C", "H", "H", "H", "H", "H", "H", "H", "H", "H", "H", "H", "H", "H", "H", "H", "H", "H", "H", "H", "H", "H"],
  "coordinates": [[0.097, -0.236, 0.093], [3.136, -0.804, -1.968], [1.906, -1.163, -1.443], [0.509, -0.960, -2.438], [1.940, -1.552, -0.178], [0.736, -2.037, 0.411], [-0.013, -3.087, -0.211], [0.640, -4.364, -0.403], [1.861, -4.635, 0.247], [2.498, -5.854, 0.102], [1.969, -6.850, -0.713], [0.795, -6.582, -1.406], [0.150, -5.364, -1.269], [-1.355, -2.792, -0.335], [-2.457, -3.713, -0.469], [-3.739, -3.268, -0.436], [-4.024, -1.888, -0.265], [-2.944, -1.051, -0.122], [-1.669, -1.441, -0.172], [3.052, 0.004, -2.568], [3.813, -0.684, -1.223], [2.292, -3.864, 0.872], [3.426, -6.028, 0.636], [2.474, -7.803, -0.824], [0.384, -7.325, -2.084], [-0.720, -5.156, -1.877], [-2.246, -4.770, -0.529], [-4.552, -3.984, -0.511], [-5.032, -1.502, -0.217], [-3.080, 0.009, 0.046], [0.744, -5.115, 3.506], [-0.643, -4.738, 2.991], [-1.298, -3.571, 3.736], [-0.864, -2.189, 3.254], [0.557, -1.897, 3.410], [1.271, -1.827, 4.522], [2.976, -1.736, 4.531], [0.615, -1.863, 5.739], [-0.591, -1.072, 6.024], [-0.576, -0.605, 7.479], [0.169, 0.706, 7.732], [1.646, 0.696, 7.355], [1.117, -6.001, 2.988], [0.712, -5.331, 4.579], [1.473, -4.319, 3.356], [-1.294, -5.615, 3.079], [-0.592, -4.499, 1.924], [-1.128, -3.682, 4.813], [-2.382, -3.608, 3.580], [-1.468, -1.405, 3.710], [-1.041, -2.117, 2.184], [1.047, -1.846, 2.512], [1.307, -1.805, 6.470], [-0.657, -0.206, 5.356], [-1.482, -1.685, 5.858], [-0.158, -1.409, 8.099], [-1.612, -0.479, 7.807], [0.065, 0.965, 8.792], [-0.334, 1.494, 7.165], [2.198, -0.081, 7.892], [2.112, 1.654, 7.599], [1.798, 0.524, 6.288], [2.620, 3.086, -1.788], [1.772, 1.961, -1.671], [1.412, 1.605, -0.331], [1.892, 2.320, 0.523], [2.179, 3.981, -1.338], [2.776, 3.247, -2.857], [3.584, 2.928, -1.294], [-0.317, 0.470, 1.631], [-0.633, 1.191, 2.714], [-1.982, 1.388, 3.104], [-2.311, 2.170, 4.200], [-1.324, 2.791, 4.959], [0.011, 2.588, 4.604], [0.360, 1.801, 3.524], [-2.753, 0.909, 2.510], [-3.357, 2.304, 4.460], [-1.586, 3.412, 5.808], [0.798, 3.053, 5.190], [1.394, 1.658, 3.235], [-0.863, 2.426, -3.516], [-2.237, 2.387, -2.844], [-2.927, 1.077, -3.239], [-2.103, 2.501, -0.978], [-1.013, 3.994, -0.793], [-1.478, 5.268, -1.501], [-0.604, 4.266, 0.658], [-3.829, 3.134, -0.562], [-3.857, 3.978, 0.714], [-4.817, 1.980, -0.359], [-0.981, 2.237, -4.587], [-0.197, 1.660, -3.113], [-0.364, 3.389, -3.402], [-2.837, 3.234, -3.203], [-2.409, 0.222, -2.796], [-2.901, 0.955, -4.326], [-3.970, 1.036, -2.931], [-0.112, 3.634, -1.298], [-2.414, 5.646, -1.084], [-1.632, 5.110, -2.570], [-0.729, 6.058, -1.384], [-1.368, 4.815, 1.209], [0.312, 4.863, 0.672], [-0.384, 3.344, 1.193], [-4.170, 3.748, -1.405], [-3.380, 3.447, 1.542], [-4.896, 4.176, 1.001], [-3.355, 4.935, 0.601], [-4.584, 1.449, 0.567], [-4.812, 1.247, -1.162], [-5.833, 2.376, -0.263]]
}

2.
{
  "formula": "C39H61CdCl3GeN5O6Si2Te",
  "method": "wB97M-V/def2-TZVPD",
  "homo_ev": [-1.8891, -3.1051],
  "charge": -2,
  "multiplicity": 2,
  "orbital_gap_ev": [5.48, 6.69],
  "species": ["Cd", "O", "C", "O", "C", "C", "N", "N", "C", "C", "O", "O", "H", "H", "H", "C", "C", "C", "C", "C", "C", "C", "C", "C", "C", "C", "C", "N", "C", "C", "N", "C", "C", "C", "C", "C", "C", "C", "C", "C", "C", "C", "C", "H", "H", "H", "H", "H", "H", "H", "H", "H", "H", "H", "H", "H", "H", "H", "H", "H", "H", "H", "H", "H", "H", "H", "H", "H", "H", "H", "H", "H", "H", "H", "H", "H", "H", "H", "H", "O", "N", "O", "Cl", "Ge", "Cl", "Cl", "C", "Si", "C", "C", "C", "Te", "C", "Si", "C", "C", "C", "H", "H", "H", "H", "H", "H", "H", "H", "H", "H", "H", "H", "H", "H", "H", "H", "H", "H", "H", "H", "H", "H"],
  "coordinates": [[0.491, 0.879, 0.211], [1.562, -4.743, 2.643], [0.494, -4.802, 1.884], [-0.139, -5.825, 1.709], [0.059, -3.536, 1.231], [-1.072, -3.443, 0.445], [-1.163, -2.170, 0.037], [-0.160, -1.422, 0.505], [0.599, -2.225, 1.231], [1.845, -1.641, 1.861], [2.468, -2.401, 2.651], [2.139, -0.488, 1.528], [1.946, -3.773, 2.686], [-1.789, -4.198, 0.176], [-1.905, -1.724, -0.485], [4.308, 2.675, 0.749], [3.059, 3.369, 1.295], [3.186, 4.889, 1.198], [2.796, 2.929, 2.721], [3.773, 3.205, 3.669], [3.638, 2.820, 4.991], [2.516, 2.102, 5.359], [1.516, 1.794, 4.443], [0.413, 0.856, 4.909], [0.994, -0.486, 5.366], [-0.437, 1.482, 6.016], [1.627, 2.258, 3.116], [0.588, 2.005, 2.194], [-0.637, 2.339, 2.593], [-1.819, 1.820, 2.051], [-1.878, 0.935, 1.063], [-3.076, 0.210, 0.955], [-3.775, 0.141, -0.265], [-4.951, -0.600, -0.339], [-5.456, -1.276, 0.758], [-4.748, -1.237, 1.947], [-3.558, -0.528, 2.064], [-2.789, -0.644, 3.370], [-3.527, 0.045, 4.519], [-2.501, -2.101, 3.739], [-3.325, 0.904, -1.490], [-3.180, -0.002, -2.711], [-4.299, 2.044, -1.797], [4.463, 2.941, -0.297], [4.201, 1.591, 0.807], [5.193, 2.971, 1.319], [2.210, 3.072, 0.675], [4.066, 5.238, 1.747], [2.305, 5.386, 1.606], [3.281, 5.193, 0.156], [4.663, 3.740, 3.359], [4.411, 3.046, 5.715], [2.423, 1.744, 6.378], [-0.240, 0.642, 4.064], [1.595, -0.372, 6.272], [1.628, -0.925, 4.595], [0.187, -1.189, 5.587], [0.176, 1.717, 6.889], [-1.223, 0.795, 6.335], [-0.909, 2.407, 5.681], [-0.752, 3.028, 3.429], [-2.744, 2.159, 2.521], [-5.495, -0.622, -1.276], [-6.384, -1.830, 0.687], [-5.119, -1.785, 2.806], [-1.826, -0.152, 3.240], [-4.504, -0.418, 4.681], [-3.686, 1.104, 4.314], [-2.956, -0.040, 5.446], [-3.420, -2.652, 3.952], [-1.871, -2.144, 4.630], [-1.976, -2.618, 2.938], [-2.349, 1.343, -1.277], [-4.154, -0.363, -3.056], [-2.548, -0.869, -2.503], [-2.717, 0.556, -3.523], [-5.290, 1.642, -2.029], [-3.941, 2.625, -2.648], [-4.381, 2.720, -0.948], [1.982, 2.370, -2.364], [2.805, 1.631, -1.852], [2.327, 0.679, -1.121], [-2.197, 4.398, -0.147], [-0.352, 3.396, -1.078], [-1.184, 3.190, -3.188], [0.751, 5.324, -1.385], [-0.886, -1.355, -7.787], [-0.636, -0.255, -6.278], [-2.039, 0.976, -6.193], [0.961, 0.686, -6.507], [-0.601, -1.364, -4.767], [0.469, -0.524, -3.082], [1.201, -2.451, -2.456], [3.002, -2.805, -2.825], [4.160, -1.920, -1.672], [3.240, -4.659, -2.606], [3.386, -2.352, -4.605], [-0.910, -0.763, -8.705], [-1.823, -1.913, -7.723], [-0.072, -2.078, -7.874], [-2.088, 1.555, -7.119], [-1.878, 1.680, -5.374], [-3.006, 0.492, -6.041], [0.928, 1.271, -7.430], [1.822, 0.015, -6.553], [1.128, 1.374, -5.675], [-0.059, -2.279, -5.014], [-1.614, -1.638, -4.466], [0.554, -3.180, -2.947], [1.033, -2.533, -1.382], [3.886, -2.085, -0.628], [4.133, -0.841, -1.829], [5.182, -2.280, -1.821], [3.009, -4.948, -1.579], [4.272, -4.954, -2.811], [2.586, -5.232, -3.267], [3.238, -1.278, -4.743], [2.723, -2.871, -5.302], [4.417, -2.593, -4.869]]
}